The following is a quantum chemistry calculation of a structure of composition C37H43BN12O3SeSiSn in a non-equilibrium geometry, from OMol25.

Computed properties:
Energy relative to the best compared isomer or geometry (same formula, charge and spin) ... 74.54 kJ/mol
2S+1 ... 2
Total charge ... +1
⟨S²⟩ ... 0.756
E_HOMO (spin up / spin down) ... -0.3939 / -0.3959 hartree
LUMO (spin up / spin down) ... -3.45 / -4.73 eV
Electronic energy ... -142819.518 eV

The geometry in XYZ format:
```
99
Properties=species:S:1:pos:R:3:forces:R:3
Sn 0.46490 0.35756 -0.54478 -0.72 -0.30 -0.17
C -1.38810 3.28466 -2.22408 0.08 0.00 0.23
C -2.07330 1.97326 -2.29938 -0.14 -0.07 -0.08
C -3.36120 1.69356 -2.75098 0.11 -0.16 0.11
C -3.47060 0.32226 -2.67738 -0.14 0.26 -0.13
N -2.31580 -0.17374 -2.21228 -0.30 -0.15 -0.07
N -1.46630 0.83606 -1.96528 0.70 0.24 0.53
B -1.96770 -1.67534 -2.02818 -0.16 0.08 0.09
N -0.60600 -1.97794 -2.66008 -0.11 -0.40 -0.30
C -0.19540 -3.06234 -3.33438 0.25 -0.17 -0.08
C 1.10990 -2.86524 -3.72968 -0.10 0.05 0.13
C 1.44730 -1.60424 -3.23378 -0.28 -0.13 -0.09
C 2.70510 -0.83314 -3.41388 -0.07 0.05 0.20
N 0.40590 -1.09874 -2.57448 0.30 0.60 0.10
N -1.87660 -2.01074 -0.52738 -0.50 -0.39 -0.04
C -2.56270 -2.94134 0.14642 0.03 -0.22 0.47
C -2.04680 -3.02484 1.41882 0.12 0.13 -0.23
C -1.01220 -2.09174 1.45132 -0.14 -0.26 0.07
C -0.11590 -1.82844 2.60332 0.13 0.19 -0.07
N -0.92290 -1.48834 0.26282 0.74 0.62 -0.14
N -3.11280 -2.45734 -2.63838 -0.02 -0.34 -0.30
C -3.32750 -2.99344 -3.86178 -0.10 -0.07 -0.31
C -4.64150 -3.39014 -3.93358 0.18 0.06 0.00
C -5.19280 -3.04284 -2.68698 0.52 0.11 -0.26
C -6.58500 -3.19714 -2.19048 0.01 0.08 0.07
N -4.26200 -2.47914 -1.94328 -0.72 0.33 0.84
H -1.87100 3.99186 -2.89008 0.02 0.11 -0.06
H -1.41630 3.68536 -1.21098 -0.01 0.10 -0.01
H -0.34660 3.16646 -2.51308 0.12 0.14 -0.04
H -4.10420 2.38526 -3.08558 -0.16 0.19 -0.14
H -4.30550 -0.29664 -2.93248 -0.06 -0.27 -0.05
H -0.82550 -3.91234 -3.49438 -0.24 -0.13 0.01
H 1.73110 -3.53884 -4.28358 0.09 -0.11 -0.17
H 3.27190 -1.22854 -4.25278 0.05 0.02 -0.02
H 2.46030 0.21106 -3.60218 0.13 0.06 -0.04
H 3.32000 -0.87544 -2.51248 0.07 0.03 -0.05
H -3.38740 -3.46304 -0.29088 0.03 -0.06 -0.09
H -2.35230 -3.68654 2.20182 -0.08 -0.11 0.20
H -0.08030 -2.70314 3.24772 -0.01 -0.03 0.04
H 0.88670 -1.60974 2.24562 0.07 0.02 0.17
H -0.46670 -0.98074 3.19042 -0.03 -0.07 0.10
H -2.55780 -3.04784 -4.60308 0.19 0.01 -0.17
H -5.14300 -3.86334 -4.75168 -0.03 -0.11 -0.25
H -7.14470 -3.85984 -2.84358 -0.12 -0.04 0.03
H -6.58180 -3.59674 -1.17768 -0.08 -0.05 0.00
H -7.07920 -2.22544 -2.16268 -0.10 -0.04 -0.01
O 3.07940 1.67056 -1.13578 0.26 -0.16 -0.11
C 3.06650 2.99576 -1.60698 0.24 0.24 -0.27
C 2.09540 3.87206 -0.85818 -0.06 0.16 0.01
C 2.10030 5.25296 -1.03448 -0.08 -0.12 0.06
C 1.18240 6.01716 -0.33798 0.04 -0.16 0.02
C 0.30720 5.37736 0.52942 0.02 -0.01 -0.07
C 0.38450 4.00146 0.64002 -0.05 0.35 0.28
N 1.24980 3.25996 -0.03758 0.16 -0.16 -0.14
H 3.27640 1.71096 -0.19498 -0.06 -0.07 0.17
H 2.77450 2.95466 -2.66118 0.08 -0.03 0.06
H 4.07290 3.43936 -1.55868 -0.19 -0.03 -0.09
H 2.81540 5.70756 -1.70128 0.09 0.08 -0.10
H 1.15880 7.08946 -0.45638 -0.01 0.10 -0.01
H -0.41770 5.93426 1.10002 -0.09 0.04 0.09
H -0.25880 3.45716 1.31472 -0.17 0.10 0.03
O -1.77710 2.93756 7.09812 -0.07 0.08 0.39
N -2.28790 2.78836 6.01292 0.14 0.02 0.32
O -3.43880 3.04946 5.75432 -0.42 0.13 -0.05
C -1.42420 2.27336 4.95402 1.22 -0.36 -0.27
C -0.11550 2.11236 5.29322 -0.62 0.23 0.22
C 0.85390 1.68226 4.35592 -0.08 -0.15 -0.70
C 2.21030 1.54036 4.69572 -0.06 -0.12 -0.28
C 3.08110 1.08536 3.73802 -0.06 0.10 0.20
C 2.58500 0.79866 2.46242 -0.02 0.06 0.04
N 1.33100 0.95646 2.11182 -0.14 -0.13 -0.09
C 0.45640 1.38486 3.03112 0.31 0.26 0.73
C -0.93680 1.51586 2.67292 -0.39 0.24 0.56
N -1.27960 1.19066 1.41912 0.30 -0.09 -0.38
C -2.53580 1.26966 1.05342 -0.25 0.03 -0.05
C -3.54510 1.71756 1.90352 0.12 0.05 0.26
C -3.23060 2.05856 3.19662 -0.21 -0.05 -0.32
C -1.89300 1.96216 3.62962 0.06 -0.06 -0.33
H 0.19480 2.32366 6.30752 -0.05 0.06 -0.04
H 2.54060 1.78106 5.69552 0.04 -0.01 0.08
H 4.12550 0.94326 3.95682 0.16 -0.02 0.02
H 3.23460 0.38996 1.69802 0.16 -0.02 -0.04
H -2.76000 0.95886 0.04592 -0.12 -0.01 -0.16
H -4.55580 1.79836 1.54022 -0.14 -0.06 -0.02
H -4.00490 2.39236 3.86892 0.13 -0.02 -0.07
C 5.89100 -1.75274 -0.57018 -0.70 -0.40 0.28
Si 4.60290 -2.87044 0.29302 0.16 -0.04 0.17
C 4.90290 -2.97184 2.17912 -0.10 -0.04 -0.88
C 4.39760 -4.57494 -0.53058 0.05 0.74 0.34
Se 2.45880 -1.93604 0.05322 0.62 -0.37 0.03
H 6.87800 -2.20154 -0.51608 0.16 -0.17 0.08
H 5.94940 -0.77054 -0.10948 -0.05 0.12 0.13
H 5.65070 -1.61294 -1.62008 -0.08 -0.02 -0.16
H 5.77170 -3.58244 2.40122 0.22 -0.14 0.02
H 4.04580 -3.41714 2.67662 -0.14 -0.08 0.02
H 5.06820 -1.98954 2.61302 0.00 0.19 -0.03
H 5.29690 -5.17664 -0.45658 0.23 -0.09 0.08
H 4.15000 -4.45934 -1.58278 -0.02 0.09 -0.11
H 3.58330 -5.11834 -0.05748 -0.09 -0.07 0.08
```
Positions in Å, forces in eV/Å.

=====

The following is a quantum chemistry calculation of a structure of composition C24H33CeN8O in a non-equilibrium geometry, from OMol25.

Computed properties:
Energy relative to the best compared isomer or geometry (same formula, charge and spin) ... 397.43 kJ/mol
Total charge ... +3
E_HOMO (spin up / spin down) ... -0.5819 / -0.5817 hartree
LUMO (spin up / spin down) ... -12.05 / -12.06 eV
Electronic energy ... -52289.449 eV

The geometry in XYZ format:
```
67
Properties=species:S:1:pos:R:3:forces:R:3
Ce -0.11549 -0.16497 -1.13244 -1.56 0.73 1.77
C 0.27594 1.81747 2.97742 -0.26 -0.74 1.52
C 0.34190 0.98840 1.75215 -0.26 0.59 0.75
N -0.48474 1.20490 0.75404 0.41 -0.74 -2.00
N -1.18226 2.34639 0.64287 -0.29 0.41 -0.09
C -1.76301 2.57064 -0.55963 0.30 -1.08 0.45
O -1.64746 1.74990 -1.58352 1.87 -1.72 1.28
C -2.49823 3.79233 -0.74625 -0.67 -0.67 -0.57
C -2.78088 4.64774 0.29002 0.25 -0.24 2.45
C -3.37941 5.85316 0.06032 -0.45 0.72 -0.12
C -3.69612 6.22125 -1.23326 0.43 -0.07 0.18
C -3.45101 5.33044 -2.26801 -1.34 0.78 -1.97
C -2.99071 4.07900 -2.03162 1.80 -0.38 0.95
C 1.20310 -0.16289 1.77304 2.32 -1.70 0.33
C 2.39024 -0.07469 2.53324 -1.73 0.75 0.23
C 3.18514 -1.10226 3.09265 1.10 -0.96 -0.53
C 2.86857 -2.42371 3.18737 0.01 1.52 -1.27
C 1.65808 -3.09705 2.62844 -0.63 0.08 -0.36
N 0.85304 -1.23508 0.95328 -0.43 -0.07 -1.29
H -0.61850 2.38825 2.82270 -0.17 0.87 0.42
H 1.15573 2.44288 3.16294 -0.22 0.11 -0.22
H 0.13169 1.18530 3.93664 0.29 0.79 -1.68
H -2.59269 4.33689 1.33965 0.18 0.32 -0.92
H -3.61320 6.55348 0.84560 0.06 -0.14 0.31
H -4.09674 7.20469 -1.39642 -0.16 0.16 -0.31
H -3.70649 5.61055 -3.30504 0.07 -0.09 0.69
H -2.74716 3.32764 -2.75017 -0.34 0.05 -0.84
H 2.71916 0.90543 2.90221 -0.56 -0.18 -0.36
H 4.20334 -0.73751 3.36617 -0.96 -0.67 0.33
H 3.63001 -3.05807 3.53870 0.71 -0.86 0.72
H 1.88218 -4.16470 2.43241 -0.04 0.53 0.41
C -2.78310 -1.37390 0.07401 -0.85 0.09 -1.40
N -1.61082 -2.14844 -0.39710 0.88 0.28 0.47
C -1.69211 -2.84334 -1.66024 -1.69 0.87 -1.09
C -1.15032 -3.04827 0.64863 0.79 -0.47 1.22
C 0.30657 -3.54410 0.47218 0.00 0.61 0.98
N 1.37691 -2.62004 1.11851 -0.12 1.50 -0.20
C 2.65036 -2.89352 0.33389 -0.13 0.09 0.30
C 0.42301 -2.96702 3.53868 0.39 0.31 -0.76
H -3.43315 -2.01560 0.66629 -0.15 0.05 0.08
H -3.39568 -0.99836 -0.79813 0.72 -0.32 0.84
H -2.45494 -0.52739 0.68050 -0.03 -0.03 0.09
H -2.73628 -3.18075 -1.90765 0.87 0.55 -0.02
H -1.09834 -3.73636 -1.64728 0.50 -0.19 -0.29
H -1.33761 -2.10368 -2.45121 -0.45 -1.07 -0.04
H -1.80266 -3.94721 0.79177 0.27 0.64 -0.43
H -1.18711 -2.48632 1.59033 -0.07 -0.23 -0.27
H 0.62865 -3.70048 -0.56427 -0.25 -0.05 0.32
H 0.45271 -4.44680 1.05717 -0.24 -0.42 -0.44
H 2.82585 -3.97013 0.49259 0.34 0.50 -0.30
H 3.48711 -2.26640 0.66202 -0.35 -0.37 0.30
H 2.49130 -2.66419 -0.72131 -0.26 -0.23 0.13
H -0.42503 -3.58238 3.18125 0.55 0.24 0.72
H 0.14172 -1.92729 3.67919 -0.27 0.24 -0.48
H 0.79106 -3.18148 4.53059 -0.25 -0.89 0.33
N 1.20663 1.54961 -5.24771 0.45 -0.54 2.03
C 1.82930 1.00249 -4.12931 -1.08 0.97 -1.65
C 1.52918 1.60088 -2.88303 1.54 -2.31 2.07
N 1.95983 0.97549 -1.72595 0.88 0.78 -2.14
C 2.80968 -0.10347 -1.86601 -1.56 0.95 0.22
C 3.04310 -0.67373 -3.09486 -0.58 1.40 -1.94
N 2.60172 -0.09293 -4.23489 -0.62 -0.55 0.75
H 0.40159 2.18283 -5.11085 0.98 -0.53 -0.17
H 1.15932 0.94153 -6.03835 0.15 -0.09 -0.70
H 1.02906 2.53059 -2.81045 -0.78 0.66 0.29
H 3.30147 -0.45474 -0.99610 0.04 -0.32 0.89
H 3.52700 -1.62086 -3.21846 0.65 -0.21 -0.01
```
Positions in Å, forces in eV/Å.

=====

The following is a quantum chemistry calculation of a cluster of 2 separate species, C3H3NO2 in total in a non-equilibrium geometry, from OMol25.

Computed properties:
Energy relative to the best compared isomer or geometry (same formula, charge and spin) ... 460.64 kJ/mol
Total charge ... 0
E_HOMO ... -0.3402 hartree
LUMO ... -0.06 eV
Electronic energy ... -8740.357 eV

The geometry in XYZ format:
```
9
Properties=species:S:1:pos:R:3:forces:R:3
O 1.50677 -0.02631 -0.05882 -0.18 0.10 -0.02
C 0.75316 0.98159 -0.42128 -0.09 0.10 -0.08
C 1.03953 2.18029 -1.10241 -0.05 -0.09 0.15
O -0.48097 1.07502 -0.36569 0.28 0.03 -0.03
C -1.65150 -2.15770 0.70670 0.97 0.21 -0.03
N -0.53216 -1.89551 0.66788 -1.11 -0.30 0.05
H 0.91816 -0.75190 0.25211 0.04 0.03 0.00
H 1.09301 3.01756 -0.39241 -0.01 -0.13 -0.04
H -2.69499 -2.39859 0.74116 0.14 0.04 -0.01
```
Positions in Å, forces in eV/Å.

=====

The following is a quantum chemistry calculation of a structure of composition C31H52FeN3O2PSSi in a non-equilibrium geometry, from OMol25.

Computed properties:
2S+1 ... 5
Total charge ... +2
⟨S²⟩ ... 6.012
E_HOMO (spin up / spin down) ... -0.4587 / -0.4625 hartree
LUMO (spin up / spin down) ... -4.60 / -4.79 eV
Electronic energy ... -103934.169 eV

The geometry in XYZ format:
```
92
Properties=species:S:1:pos:R:3:forces:R:3
Fe 0.33399 -0.00502 0.57264 -0.73 -1.02 -0.19
C -0.15971 0.28138 3.29102 0.11 -0.32 -0.07
Si 0.09556 -1.60174 3.26529 -0.32 -0.17 0.29
C -1.33917 -2.33802 4.29548 0.34 0.14 -0.19
C 1.67846 -2.13942 4.13017 -0.21 0.18 -0.21
N 0.03468 -1.91385 1.56675 -0.01 1.61 -0.41
C 0.28614 -3.06191 0.85583 0.00 -0.18 -0.12
C 0.38803 -4.34912 1.42161 -0.15 0.33 0.07
C 0.65120 -5.47104 0.65048 -0.01 -0.07 -0.05
C 0.82508 -5.34970 -0.71840 0.00 -0.03 0.07
C 0.72622 -4.09836 -1.31294 0.10 0.16 -0.17
C 0.44820 -2.98398 -0.54624 0.04 -0.34 0.35
O 0.40250 -1.68564 -1.04772 -0.13 0.35 -0.15
C 0.23805 -1.45333 -2.41781 -0.13 0.08 -0.26
C -0.73963 -2.10040 -3.15813 -0.09 -0.02 0.17
C -0.88889 -1.79040 -4.50165 0.00 0.01 0.01
C -0.07200 -0.84223 -5.09918 0.03 0.02 -0.05
C 0.88872 -0.18603 -4.34461 -0.06 0.01 -0.05
C 1.03755 -0.48390 -2.99936 -0.01 -0.09 0.29
H -0.19626 0.66104 4.31248 0.06 0.11 0.00
H -1.09510 0.57548 2.80371 -0.07 -0.04 0.06
H 0.66240 0.81456 2.78876 0.04 0.09 0.12
H -1.18607 -2.01030 5.32650 0.00 0.00 0.05
H -1.34245 -3.43165 4.34629 0.00 0.00 -0.10
H -2.33445 -1.97089 4.02708 -0.01 -0.02 -0.11
H 1.63022 -1.89637 5.19294 -0.02 -0.01 0.03
H 2.56739 -1.65788 3.72291 -0.05 -0.03 0.00
H 1.83267 -3.21613 4.04529 -0.04 -0.04 0.02
H 0.30457 -4.43108 2.50050 -0.01 -0.08 0.00
H 0.74181 -6.43849 1.12603 0.01 0.00 0.01
H 1.06250 -6.21321 -1.32230 -0.02 -0.01 -0.02
H 0.89643 -3.99024 -2.37522 -0.01 -0.02 -0.02
H -1.37420 -2.84685 -2.69713 0.03 -0.03 0.01
H -1.64594 -2.29841 -5.08319 0.00 -0.01 -0.01
H -0.18246 -0.61589 -6.15026 -0.01 0.00 -0.01
H 1.52917 0.55169 -4.80860 -0.01 0.03 0.02
H 1.76159 0.02637 -2.37980 0.07 0.03 -0.07
C 4.05471 -0.13524 -0.73256 -0.41 -0.23 -0.10
P 2.73945 0.37186 0.44020 0.89 0.74 0.36
C 3.67199 0.13455 2.00409 -0.28 -0.12 -0.05
C 2.71414 2.19343 0.30284 -0.06 -0.01 -0.04
C 2.93307 2.83771 -0.91236 0.00 -0.09 0.02
C 2.91524 4.22275 -0.98279 -0.06 0.05 -0.05
C 2.67167 4.97596 0.15664 0.01 0.03 0.01
C 2.41197 4.34072 1.36350 -0.05 0.01 -0.01
C 2.41681 2.95707 1.43173 0.06 -0.05 0.00
H 3.79185 0.03321 -1.77359 -0.01 0.00 -0.01
H 4.22568 -1.20418 -0.59915 0.02 0.00 -0.03
H 4.97279 0.40525 -0.50634 -0.05 0.06 0.08
H 4.52468 0.81089 2.04020 0.00 0.02 -0.06
H 4.02998 -0.89485 2.03938 -0.02 -0.01 0.03
H 3.03791 0.30570 2.87254 0.06 0.03 0.00
H 3.13376 2.26413 -1.80888 0.05 0.02 -0.01
H 3.09807 4.71558 -1.92848 0.04 0.00 0.00
H 2.69491 6.05661 0.10620 -0.02 0.01 -0.01
H 2.21073 4.92252 2.25345 0.02 0.00 0.01
H 2.20652 2.47310 2.37876 0.08 0.04 0.04
N -2.94988 -3.79627 1.45016 0.54 0.01 0.13
C -3.96598 -2.85423 0.91689 -0.41 0.79 -0.24
C -3.48962 -1.38960 0.90880 0.26 -0.23 -0.18
N -2.58994 -0.99900 -0.16606 -0.20 -0.26 0.10
H -3.26423 -4.76252 1.36849 0.05 -0.09 0.08
H -2.75445 -3.58981 2.43433 0.01 -0.08 0.07
H -2.03234 -3.72493 0.98032 0.05 0.00 -0.09
H -4.85248 -2.94094 1.54465 0.02 -0.15 -0.01
H -4.21447 -3.16422 -0.09735 -0.02 -0.11 0.05
H -2.99167 -1.15664 1.85285 -0.13 0.01 0.11
H -4.39074 -0.77833 0.83787 0.01 0.01 0.11
H -3.02439 -1.12709 -1.07221 0.11 0.06 -0.09
H -1.71251 -1.50264 -0.13990 0.04 -0.12 0.03
C -4.01744 1.24149 -2.54735 0.00 0.20 0.03
C -4.07093 2.50537 -1.69244 0.12 -0.24 -0.09
C -3.17560 2.40126 -0.45848 0.03 0.19 -0.26
S -1.43586 2.65044 -0.97147 -0.51 0.34 0.22
O -0.61978 1.70946 -0.10191 0.88 -1.02 0.73
C -1.15016 4.30578 -0.25953 0.07 -0.32 0.03
C -1.22455 4.36644 1.25816 0.01 0.07 0.02
C -0.94698 5.78429 1.75633 -0.02 -0.12 -0.07
H -4.55006 1.39092 -3.48451 0.02 -0.06 -0.03
H -4.49015 0.40982 -2.02163 0.01 -0.04 -0.01
H -2.98405 0.97213 -2.77879 0.00 -0.07 -0.07
H -5.09773 2.68714 -1.37363 0.03 0.11 0.02
H -3.75820 3.36532 -2.29148 -0.13 0.06 0.02
H -3.19545 1.40514 -0.01751 0.09 0.00 -0.02
H -3.44444 3.14197 0.28994 0.11 0.00 0.06
H -1.88216 4.96160 -0.73793 -0.02 -0.05 -0.10
H -0.15260 4.59022 -0.60061 -0.01 -0.01 -0.09
H -0.49229 3.66970 1.67044 -0.05 -0.01 0.03
H -2.21251 4.06813 1.61170 0.03 -0.10 0.01
H 0.04599 6.11935 1.45664 0.00 0.03 0.01
H -1.01153 5.81531 2.84275 0.04 0.05 0.01
H -1.67844 6.48673 1.35629 0.01 0.03 0.01
```
Positions in Å, forces in eV/Å.